1.
Entry from OMol25: a molecular structure, C16H19AuI2N4OS (wB97M-V/def2-TZVPD).

Its expectation value of S² is 2.027. Its net charge is +2. As for the orbital gap (spin up / spin down): 8.234 / 3.558 eV. The value obtained for the calculated total energy is -55619.452 eV. The multiplicity is 3.

Cartesian coordinates (Å):
Au (-1.1135, 0.3460, -0.6218)
I (3.5806, 2.0375, 5.1158)
C (2.0044, 0.9271, 4.4083)
C (0.6986, 1.2216, 4.8281)
C (-0.3737, 0.4863, 4.3194)
I (-2.1912, 0.9546, 5.0934)
C (-0.2091, -0.5255, 3.3374)
O (-1.1094, -1.1868, 2.8311)
C (1.2555, -0.7713, 2.9026)
C (1.5593, -1.7104, 1.7219)
N (1.0880, -1.0854, 0.4863)
C (1.9601, -0.3177, -0.3427)
C (1.6402, 1.2152, -0.3461)
C (2.7009, 2.1083, -0.2463)
C (2.4531, 3.4817, -0.1432)
C (1.1094, 3.9145, -0.0206)
C (0.0931, 2.9900, -0.1708)
N (0.3669, 1.6818, -0.3638)
C (2.2717, -0.1112, 3.4725)
H (0.5549, 2.0434, 5.4967)
H (0.9761, -2.6692, 1.8699)
H (2.6402, -1.8044, 1.5977)
H (0.4953, -1.7537, -0.0229)
H (2.0195, -0.6986, -1.3868)
H (2.9999, -0.4584, -0.0254)
H (3.6830, 1.6227, -0.2633)
H (3.2676, 4.1694, -0.0758)
H (0.8236, 4.9314, 0.2145)
H (-0.9660, 3.2282, -0.1254)
H (3.2856, -0.4185, 3.2783)
C (-2.3196, -3.8327, -2.8796)
N (-2.9544, -2.5963, -3.2664)
C (-3.0429, -1.4455, -2.5167)
S (-2.7054, -1.3750, -0.8213)
N (-3.2285, -0.2706, -3.1813)
C (-2.6508, -0.0169, -4.4991)
H (-1.3974, -4.0852, -3.4209)
H (-3.0447, -4.6891, -2.9122)
H (-2.0405, -3.7055, -1.8669)
H (-3.1622, -2.5556, -4.2377)
H (-3.4114, 0.5589, -2.6195)
H (-2.7814, -0.8790, -5.1413)
H (-1.5914, 0.2932, -4.4408)
H (-3.2340, 0.7506, -5.0151)

***

2.
Entry from OMol25: a single C11H20N2O7 molecule (wB97M-V/def2-TZVPD).

As for the orbital gap: 10.158 eV. The value obtained for the calculated total energy is -29038.153 eV. The multiplicity is 1.

Cartesian coordinates (Å):
C (0.0862, -0.1607, -3.6373)
C (0.8130, -0.2437, -2.3267)
O (0.1030, 0.4099, -1.2803)
C (0.7189, 0.2849, 0.0981)
O (2.0761, 0.7739, 0.1530)
C (3.2880, -0.0365, -0.0753)
O (0.8034, -1.1183, 0.3509)
C (-0.2571, -1.8056, 1.0160)
C (-0.2901, -3.3617, 0.7215)
O (0.1277, -3.5238, -0.5662)
C (-1.6016, -1.1216, 0.8921)
O (-1.8697, -1.3163, -0.5188)
C (-1.6221, 0.3607, 1.1608)
O (-2.6284, 1.0409, 0.2604)
C (-0.1935, 1.0325, 1.1241)
O (0.4639, 0.7703, 2.3612)
C (-0.4697, 2.5694, 0.9323)
C (-1.4019, 3.3781, 1.9246)
N (-0.5392, 3.1577, -0.4274)
N (0.4737, 3.5481, 0.2629)
H (0.5866, 0.5531, -4.2765)
H (0.0531, -1.1023, -4.2119)
H (-1.0280, 0.1645, -3.5587)
H (1.6982, 0.3693, -2.3609)
H (0.9206, -1.2945, -2.0289)
H (3.8133, 0.2728, -1.0195)
H (3.1006, -1.0853, -0.2345)
H (3.9058, -0.1339, 0.8713)
H (0.0106, -1.6671, 2.0511)
H (-1.2165, -3.7539, 0.8181)
H (0.3767, -3.8781, 1.4015)
H (1.0072, -3.0601, -0.6672)
H (-2.3944, -1.6009, 1.5343)
H (-0.9274, -1.2529, -0.9976)
H (-1.9966, 0.5415, 2.1839)
H (-2.7013, 0.6124, -0.6216)
H (1.4111, 0.8819, 2.1364)
H (-2.3903, 3.4647, 1.5630)
H (-1.3145, 2.9369, 2.8703)
H (-0.9951, 4.3939, 2.1216)

***

3.
Entry from OMol25: a molecular structure, C15H36O7 (wB97M-V/def2-TZVPD).

As for the orbital gap: 8.902 eV. The value obtained for the calculated total energy is -30463.661 eV. The multiplicity is 1.

Cartesian coordinates (Å):
C (0.3053, 4.1194, -0.3610)
C (0.0691, 4.5140, 1.0387)
O (0.0260, 3.7195, 1.9546)
C (-0.0364, 6.0007, 1.3103)
H (-0.2736, 4.6723, -1.1008)
H (0.0401, 3.0631, -0.4059)
H (1.3465, 4.1827, -0.6774)
H (-0.3049, 6.1020, 2.3618)
H (-0.7157, 6.4463, 0.5836)
H (0.9693, 6.3849, 1.1400)
C (-2.6957, -3.4072, -1.2068)
C (-1.2122, -3.3297, -1.0799)
O (-0.4803, -4.2899, -0.8486)
C (-0.7283, -1.8747, -1.0588)
H (-3.2012, -3.1114, -0.2875)
H (-3.0047, -4.4213, -1.4604)
H (-3.0578, -2.8190, -2.0500)
H (-0.6687, -1.4920, -2.0776)
H (0.2149, -1.6737, -0.5509)
H (-1.5104, -1.2620, -0.6103)
C (-0.4419, -2.2116, 2.0532)
C (-1.2433, -3.1548, 2.9813)
O (-1.0762, -4.3847, 2.8688)
C (-2.1286, -2.5045, 4.0556)
H (-1.0358, -1.6555, 1.3278)
H (0.3778, -2.7302, 1.5558)
H (0.0414, -1.3866, 2.5764)
H (-2.1132, -1.4174, 3.9781)
H (-1.7213, -2.8639, 5.0006)
H (-3.1528, -2.8420, 3.8961)
C (1.9260, -1.6144, -3.5049)
C (2.7611, -2.0752, -2.3391)
O (3.8386, -2.6704, -2.5387)
C (2.2472, -1.8813, -0.9232)
H (2.3915, -0.6915, -3.8509)
H (0.8942, -1.3636, -3.2587)
H (2.0460, -2.3507, -4.2996)
H (1.9127, -0.8638, -0.7209)
H (3.0754, -2.0499, -0.2349)
H (1.4421, -2.5751, -0.6812)
C (-1.2667, 1.3942, 1.7408)
O (-1.2354, 0.0766, 1.4509)
H (-0.2724, 1.7680, 1.4963)
H (-2.0393, 1.8682, 1.1354)
H (-1.4372, 1.6119, 2.7952)
H (-2.0395, -0.2441, 1.8657)
C (1.2262, 0.9122, 0.4688)
O (0.4429, -0.3051, 0.4291)
H (2.1727, 0.7696, -0.0527)
H (0.6707, 1.8000, 0.1667)
H (1.5018, 0.9947, 1.5201)
H (-0.4481, -0.1441, 0.7482)
C (1.5683, 1.8040, -2.5546)
O (0.7751, 1.9207, -3.7234)
H (1.1181, 1.1402, -1.8165)
H (2.5338, 1.3194, -2.7002)
H (1.6726, 2.7611, -2.0436)
H (-0.0655, 2.3158, -3.4808)

***

4.
Entry from OMol25: 2 unconnected molecules or ions with the total composition CH4OS3 (wB97M-V/def2-TZVPD).

As for the orbital gap (spin up / spin down): 6.767 / 6.666 eV. The value obtained for the calculated total energy is -35650.743 eV. The multiplicity is 1.

Cartesian coordinates (Å):
C (0.9968, 0.9726, 1.2565)
O (-1.0316, 0.6982, -0.9671)
S (-0.3695, -1.4809, -2.8131)
S (0.0946, -1.4490, 0.5797)
S (-0.8469, -0.7008, -1.0689)
H (1.8468, 0.3027, 1.3670)
H (0.6632, 1.3040, 2.2012)
H (0.7580, 1.5365, 0.2758)
H (-2.1114, -1.1834, -0.8311)

***

5.
Entry from OMol25: a single C20H16N4O3 molecule (wB97M-V/def2-TZVPD).

As for the orbital gap: 7.463 eV. The value obtained for the calculated total energy is -33101.575 eV. The multiplicity is 1.

Cartesian coordinates (Å):
O (4.4408, -1.1046, -2.4857)
C (3.3941, -1.2822, -3.0692)
N (2.1420, -0.9948, -2.5766)
C (1.7863, -0.4645, -1.3430)
C (2.7539, -0.0703, -0.3896)
C (2.3747, 0.4656, 0.8071)
C (1.0095, 0.6373, 1.1120)
N (0.6323, 1.2572, 2.2411)
C (-0.6532, 1.3839, 2.4936)
C (-0.9897, 2.2053, 3.6370)
C (-0.1965, 2.5718, 4.6984)
C (-0.9849, 3.4166, 5.5060)
C (-2.1905, 3.5152, 4.8770)
O (-2.2039, 2.7894, 3.7514)
C (-1.6295, 0.7764, 1.6325)
C (-3.0289, 0.6509, 2.0017)
C (-3.6252, 0.4214, 3.2185)
C (-5.0035, 0.2761, 2.9593)
C (-5.1460, 0.4244, 1.6115)
O (-3.9628, 0.6375, 1.0281)
N (-1.2756, 0.2504, 0.4828)
C (0.0332, 0.2032, 0.1699)
C (0.4433, -0.3282, -1.0604)
N (3.3751, -1.8147, -4.3299)
C (2.2417, -2.0385, -5.1626)
C (2.2147, -3.2806, -5.9995)
C (1.2907, -3.1597, -4.8278)
H (1.3623, -1.2369, -3.1716)
H (3.7953, -0.1997, -0.6338)
H (3.1049, 0.7811, 1.5353)
H (0.8135, 2.2600, 4.8611)
H (-0.6972, 3.8881, 6.4232)
H (-3.0850, 4.0537, 5.1213)
H (-3.1386, 0.3440, 4.1692)
H (-5.7775, 0.0879, 3.6748)
H (-6.0112, 0.4048, 0.9781)
H (-0.3167, -0.6349, -1.7638)
H (4.2897, -2.0130, -4.7067)
H (1.8178, -1.1349, -5.5982)
H (1.8039, -3.2173, -6.9948)
H (3.0504, -3.9574, -5.9116)
H (1.5096, -3.7554, -3.9549)
H (0.2368, -3.0146, -5.0111)

***

6.
Entry from OMol25: a molecular structure, C30H29As2Cl5KN6S (wB97M-V/def2-TZVPD).

Its net charge is -1. As for the orbital gap: 6.697 eV. The value obtained for the calculated total energy is -251972.518 eV. The multiplicity is 1.

Cartesian coordinates (Å):
K (0.1990, 0.1134, -0.1380)
C (-3.7333, 2.6288, -1.6806)
C (-2.4285, 1.8889, -1.5815)
N (-2.3432, 0.7130, -1.0743)
N (-3.5427, 0.0949, -0.8349)
C (-3.6724, -0.5910, 0.2649)
N (-4.7947, -1.4156, 0.2857)
S (-2.7443, -0.5142, 1.7094)
C (-1.1954, 2.4626, -2.1984)
C (-1.0536, 3.8325, -2.4313)
C (0.0768, 4.3012, -3.0796)
C (1.0284, 3.3951, -3.5102)
C (0.8145, 2.0544, -3.2262)
N (-0.2470, 1.5942, -2.5793)
H (-4.3621, 2.3706, -0.8312)
H (-4.2715, 2.3290, -2.5842)
H (-3.5981, 3.7070, -1.7149)
H (-5.4634, -1.2031, -0.4409)
H (-5.1810, -1.5505, 1.2049)
H (-1.8108, 4.5268, -2.0999)
H (0.2073, 5.3629, -3.2479)
H (1.9235, 3.7085, -4.0300)
H (1.5421, 1.3103, -3.5297)
C (-0.6202, -3.2911, 3.4975)
As (0.0757, -2.5502, 1.8225)
C (-0.9906, -3.6363, 0.5919)
C (1.7702, -3.5592, 1.7313)
C (1.8070, -4.9498, 1.7654)
C (3.0040, -5.6375, 1.6368)
C (4.1835, -4.9285, 1.4676)
C (4.1615, -3.5419, 1.4473)
C (2.9659, -2.8414, 1.5915)
As (2.8705, -0.8664, 1.5646)
C (4.7673, -0.4507, 1.2827)
C (2.9206, -0.6659, 3.5308)
H (-0.6322, -4.3813, 3.4691)
H (-1.6347, -2.9128, 3.6233)
H (-0.0011, -2.9627, 4.3328)
H (-0.9968, -4.6859, 0.8870)
H (-0.5818, -3.5495, -0.4150)
H (-2.0042, -3.2355, 0.6046)
H (0.8859, -5.5108, 1.8822)
H (3.0146, -6.7206, 1.6574)
H (5.1232, -5.4549, 1.3497)
H (5.0920, -3.0057, 1.3128)
H (5.4009, -0.9159, 2.0381)
H (4.8700, 0.6337, 1.3399)
H (5.0785, -0.7681, 0.2872)
H (3.8067, -1.1487, 3.9438)
H (2.0329, -1.1263, 3.9650)
H (2.9242, 0.3946, 3.7851)
Cl (2.2992, 3.9336, 0.2524)
C (3.1292, 2.7258, -0.7507)
C (2.6165, 1.4481, -0.7930)
C (3.3213, 0.6017, -1.6141)
Cl (2.7411, -1.0863, -1.7959)
C (4.4493, 0.9418, -2.3546)
Cl (5.2800, -0.1999, -3.3597)
C (4.9144, 2.2524, -2.2742)
Cl (6.3067, 2.7409, -3.1737)
C (4.2427, 3.1643, -1.4600)
Cl (4.8095, 4.8009, -1.3761)
N (-0.9357, 4.6928, 6.4559)
C (-0.7742, 3.9885, 5.5626)
C (-0.5706, 3.1064, 4.4447)
C (-0.3803, 1.7438, 4.6505)
C (-0.1875, 0.9429, 3.5388)
N (-0.1676, 1.4065, 2.2948)
C (-0.3614, 2.7062, 2.1108)
C (-0.5699, 3.6032, 3.1479)
H (-0.3889, 1.3223, 5.6454)
H (-0.0654, -0.1288, 3.6460)
H (-0.3660, 3.0555, 1.0850)
H (-0.7237, 4.6543, 2.9501)

***

7.
Entry from OMol25: a single C4H7NO molecule (wB97M-V/def2-TZVPD).

As for the orbital gap: 9.270 eV. The value obtained for the calculated total energy is -7797.114 eV. The multiplicity is 1.

Cartesian coordinates (Å):
C (1.6492, 1.0098, 0.0222)
C (0.2114, 0.8040, -0.4818)
N (0.2719, -0.6486, -0.5836)
C (-0.4973, -1.3440, 0.1401)
C (-1.9300, -1.0346, 0.3741)
O (-2.6546, -1.8771, 0.8194)
H (2.0422, 1.9997, -0.1907)
H (2.3017, 0.2453, -0.4147)
H (1.6402, 0.8013, 1.0982)
H (-0.4719, 1.1914, 0.2944)
H (-0.0649, 1.2944, -1.4223)
H (-0.1884, -2.3407, 0.4452)
H (-2.3095, -0.1008, -0.1005)

***

8.
Entry from OMol25: 2 unconnected molecules or ions with the total composition C2H3Br (wB97M-V/def2-TZVPD).

As for the orbital gap (spin up / spin down): 10.029 / 5.264 eV. The value obtained for the calculated total energy is -72160.712 eV. The multiplicity is 1.

Cartesian coordinates (Å):
C (-0.7739, 0.4250, 0.0152)
C (-0.3251, -0.7613, -0.0153)
Br (3.1612, 0.1376, -0.0175)
H (-1.8267, 0.6953, 0.0902)
H (-0.1238, 1.2967, -0.0368)
H (-0.1117, -1.7934, -0.0358)

***

Calculated largest force on an atom in order - 2.8; 4.6; 10.4; 3.6; 1.3; 0.4; 0.8; 1.4 eV/Å